DFT (ωB97M-V with the def2-TZVPD basis set) results for a molecular structure, BrMn in a non-equilibrium geometry.

Each line ends with the Mulliken spin population.
Cartesian coordinates (Å):
Br -1.4916 -1.0381 -0.3642  0.152
Mn 1.4916 1.0381 0.3642  4.848

Computed properties:
spin multiplicity = 6
frontier orbital gap (spin up / spin down) = 4.9 / 5.1 eV
HOMO energy (spin up / spin down) = -14.27 / -13.94 eV
E_tot = -3724.5734 a.u.
net charge = +1
energy relative to the best compared isomer or geometry (same formula, charge and spin) = 83.9 kcal per mole